1.
The following is a quantum chemistry calculation of C37H65ClN8OS2Si4Y as an isolated structure, from the OMol25 dataset.

Each line ends with the Mulliken charge.
Element x y z (Å)
Y -0.41 0.23 0.04  -1.8007
C -3.44 -2.38 -0.50  0.3583
C -3.00 -1.90 0.84  -0.4182
N -3.18 -0.67 1.14  -0.4883
N -2.96 -0.36 2.48  -0.1963
C -2.51 0.83 2.68  0.5088
S -1.90 1.97 1.52  -0.5451
S -2.41 1.47 4.32  -0.1404
C -2.95 0.08 5.37  -1.0552
C -1.78 -0.66 5.95  0.1273
C -1.18 -0.21 7.13  -0.4230
C -0.06 -0.84 7.65  -0.5707
C 0.48 -1.94 6.99  -0.6877
C -0.12 -2.40 5.82  -0.3679
C -1.24 -1.77 5.31  0.4335
C -2.27 -2.87 1.69  0.5442
C -2.82 -4.02 2.22  -0.3939
C -2.04 -4.95 2.90  -1.0933
C -0.68 -4.72 3.02  -0.5884
C -0.10 -3.58 2.49  -0.5867
C -0.88 -2.62 1.81  0.3372
O -0.33 -1.56 1.28  1.6848
H -3.76 -1.55 -1.13  -0.5561
H -2.64 -2.92 -1.00  -0.3744
H -4.28 -3.08 -0.38  0.4189
H -3.58 0.50 6.15  0.6135
H -3.56 -0.57 4.74  0.3140
H -1.59 0.66 7.64  0.3736
H 0.39 -0.47 8.56  0.3851
H 1.35 -2.44 7.39  0.4026
H 0.29 -3.26 5.30  0.3202
H -1.69 -2.12 4.39  0.2386
H -3.89 -4.20 2.10  0.4598
H -2.49 -5.84 3.33  0.3939
H -0.05 -5.44 3.54  0.4941
H 0.97 -3.39 2.56  0.4057
C 5.01 0.33 0.62  -1.1458
N 4.11 -0.17 1.65  0.2823
C 4.56 0.18 2.99  -0.6166
C 3.32 -0.01 3.83  -0.6259
N 2.29 0.28 2.86  0.1698
C 0.91 0.49 3.26  -0.5591
C 2.71 0.03 1.59  -0.4886
N 1.92 -0.04 0.58  0.6468
C 2.42 -0.30 -0.76  0.4941
C 2.98 -1.70 -0.95  -1.2950
N 1.90 -2.65 -1.14  0.4018
C 2.06 -3.87 -0.85  -0.0127
N 3.19 -4.53 -0.32  0.0273
C 4.48 -4.35 -0.97  -1.0486
C 2.85 -5.95 -0.15  -0.8908
C 1.33 -5.93 -0.12  -0.0975
N 1.05 -4.81 -0.98  0.1005
C -0.32 -4.39 -1.14  -0.4211
H 6.03 0.17 0.98  0.4388
H 4.87 1.40 0.43  0.3589
H 4.91 -0.22 -0.32  0.2574
H 4.89 1.23 3.02  0.3617
H 5.39 -0.46 3.29  0.3848
H 3.26 0.68 4.67  0.4006
H 3.23 -1.03 4.22  0.2535
H 0.90 0.79 4.31  0.3735
H 0.30 -0.41 3.16  -0.2192
H 0.47 1.30 2.68  0.4107
H 3.13 0.47 -1.08  0.2858
H 1.59 -0.19 -1.48  -1.4398
H 3.60 -1.95 -0.08  1.0728
H 3.63 -1.68 -1.84  0.4010
H 4.83 -3.33 -0.92  0.3027
H 4.44 -4.66 -2.03  0.3405
H 5.21 -4.98 -0.46  0.3717
H 3.30 -6.35 0.75  0.4032
H 3.20 -6.53 -1.01  0.3932
H 0.95 -5.76 0.90  -0.1167
H 0.90 -6.86 -0.50  0.4328
H -0.88 -5.15 -1.68  0.2081
H -0.33 -3.46 -1.71  -0.2573
H -0.80 -4.21 -0.17  0.2360
Cl 0.66 2.54 -0.54  -0.5686
C -0.01 3.39 -3.91  -1.0735
Si 0.21 1.53 -4.16  0.0544
C 2.04 1.14 -3.86  -0.9304
C 0.04 1.35 -6.04  -1.2630
Si -1.25 0.19 -2.85  1.1694
Si -1.49 -1.63 -4.33  0.4734
C -2.27 -1.32 -6.03  -1.2088
C -2.58 -3.08 -3.73  -1.0787
C 0.23 -2.35 -4.67  -0.8596
Si -3.21 1.47 -3.10  0.5428
C -3.17 3.04 -2.06  -0.8073
C -3.55 2.05 -4.87  -1.0025
C -4.74 0.51 -2.54  -1.2491
H 0.85 3.89 -4.36  0.3960
H -0.06 3.68 -2.86  0.1929
H -0.90 3.74 -4.42  0.3036
H 2.64 1.57 -4.67  0.5771
H 2.23 0.06 -3.83  0.2143
H 2.37 1.58 -2.92  0.0339
H 0.65 2.14 -6.50  0.4072
H -0.98 1.48 -6.39  0.3338
H 0.41 0.39 -6.40  0.3348
H -3.32 -1.02 -5.94  0.2779
H -2.25 -2.28 -6.57  0.3850
H -1.76 -0.58 -6.63  0.3261
H -3.56 -2.74 -3.40  0.1774
H -2.13 -3.66 -2.93  0.1728
H -2.73 -3.75 -4.58  0.4535
H 0.76 -1.73 -5.39  0.2924
H 0.15 -3.36 -5.09  0.4313
H 0.83 -2.41 -3.76  -0.0856
H -2.46 3.76 -2.46  0.2526
H -2.90 2.84 -1.02  0.0261
H -4.16 3.50 -2.06  0.3938
H -2.76 2.72 -5.21  0.2046
H -4.49 2.61 -4.89  0.3851
H -3.63 1.23 -5.58  0.2180
H -4.70 0.31 -1.47  0.2638
H -4.86 -0.43 -3.08  0.2672
H -5.64 1.12 -2.73  0.4624

The calculation puts the energy above the lowest of the compared OMol25 structures with the same formula, charge and spin at 0.0 kJ/mol. Its net charge is -1. Its spin multiplicity is 1.

=====

2.
The following is a quantum chemistry calculation of a 10-piece molecular cluster, C37H66O21S3 overall, from the OMol25 dataset.

Each line ends with the Mulliken charge.
Element x y z (Å)
C -1.20 -6.18 -5.00  -1.3836
C -2.26 -6.78 -4.13  0.3965
C -3.61 -6.92 -4.79  -0.3884
O -3.76 -8.30 -5.04  -0.2976
C -2.84 -8.97 -4.33  0.6203
O -2.74 -10.19 -4.29  -0.5463
O -1.89 -8.09 -3.78  -0.3556
H -1.23 -6.62 -6.00  0.3391
H -0.23 -6.41 -4.56  0.3569
H -1.29 -5.10 -5.15  0.3676
H -2.30 -6.36 -3.12  0.2920
H -3.67 -6.22 -5.62  0.3324
H -4.37 -6.41 -4.19  0.2667
C -3.58 7.53 -3.09  -1.3125
C -2.49 8.72 -3.05  0.2880
C -1.11 8.28 -2.87  -0.3510
O -0.42 9.02 -3.89  -0.3232
C -1.24 9.50 -4.78  0.7314
O -0.98 10.04 -5.89  -0.6149
O -2.42 9.32 -4.32  -0.3531
H -3.28 6.71 -3.74  0.3554
H -4.51 7.86 -3.56  0.3506
H -3.88 7.20 -2.10  0.3712
H -2.78 9.62 -2.51  0.3089
H -1.06 7.19 -2.95  0.2633
H -0.74 8.54 -1.88  0.2860
C 6.10 11.75 2.74  -1.3305
C 5.06 10.74 2.18  0.3670
C 4.37 11.10 0.88  -0.4778
O 4.63 10.17 -0.12  -0.2906
C 5.24 9.21 0.47  0.6915
O 5.27 8.06 0.00  -0.6070
O 5.75 9.61 1.65  -0.3413
H 6.78 11.31 3.46  0.3390
H 5.59 12.66 3.07  0.3558
H 6.66 12.01 1.84  0.3589
H 4.38 10.36 2.93  0.3095
H 4.65 12.13 0.65  0.3535
H 3.30 11.09 1.10  0.2719
C -1.87 3.89 8.30  -1.2496
C -0.50 4.71 8.04  0.3304
C 0.65 3.91 7.41  -0.4285
O 0.90 4.68 6.31  -0.3137
C -0.01 5.45 5.95  0.7143
O -0.07 6.01 4.88  -0.5787
O -0.89 5.58 7.00  -0.3503
H -2.15 3.30 7.43  0.3444
H -2.72 4.57 8.38  0.3269
H -1.85 3.08 9.03  0.3685
H -0.10 5.35 8.83  0.3012
H 0.39 2.91 7.06  0.2378
H 1.54 3.72 8.01  0.2973
C -6.82 3.18 2.11  -0.9805
C -8.30 2.87 2.37  0.7866
O -9.11 3.77 2.30  -0.5371
C -8.65 1.43 2.63  -1.1104
H -6.42 4.17 2.33  0.3237
H -6.57 3.03 1.05  0.2619
H -6.34 2.31 2.56  0.2912
H -8.19 0.99 3.51  0.3360
H -8.50 0.81 1.74  0.3057
H -9.74 1.42 2.67  0.3236
C 7.13 -4.82 5.26  -0.9539
C 7.39 -6.30 5.68  0.7638
O 7.99 -6.99 4.84  -0.5543
C 6.91 -6.76 7.02  -1.0008
H 7.38 -4.67 4.20  0.2792
H 7.70 -4.11 5.86  0.2839
H 6.10 -4.54 5.45  0.3032
H 7.31 -6.30 7.92  0.3045
H 7.41 -7.72 6.90  0.2937
H 5.82 -6.75 7.10  0.2807
C -0.10 1.80 -8.80  -1.1684
C -1.18 0.89 -9.24  0.8237
O -1.67 0.09 -8.46  -0.5640
C -1.40 0.92 -10.69  -1.0142
H -0.09 2.82 -9.20  0.3615
H 0.92 1.59 -9.12  0.3281
H -0.11 1.93 -7.72  0.3074
H -0.44 1.04 -11.19  0.3253
H -2.00 1.83 -10.72  0.2895
H -2.06 0.11 -11.02  0.3111
C 1.96 0.53 0.75  -0.6424
C 1.13 1.14 -0.36  -0.5822
C -0.37 0.92 -0.10  -0.6397
S -0.55 -0.34 1.31  1.0206
O -1.35 -1.46 0.90  -0.6227
O -0.89 0.32 2.59  -0.6047
C 1.20 -0.72 1.23  -0.6918
H 2.17 1.28 1.52  0.3248
H 2.98 0.36 0.41  0.3718
H 1.41 0.69 -1.32  0.2848
H 1.50 2.16 -0.42  0.2875
H -0.81 0.45 -0.98  0.3386
H -0.92 1.82 0.20  0.4022
H 1.44 -1.46 0.48  0.3211
H 1.39 -1.13 2.22  0.4313
C -7.15 -8.42 3.06  -0.6528
C -7.27 -7.55 1.75  -0.6803
C -7.87 -6.08 1.97  -0.6329
S -8.97 -6.38 3.43  1.0520
O -10.35 -6.64 2.91  -0.6405
O -8.71 -5.32 4.40  -0.6485
C -8.22 -7.97 4.11  -0.5534
H -6.17 -8.26 3.51  0.2726
H -7.15 -9.49 2.85  0.3525
H -7.76 -8.25 1.08  0.3015
H -6.34 -7.33 1.22  0.3950
H -8.51 -5.61 1.23  0.4144
H -7.10 -5.49 2.46  0.3136
H -8.97 -8.69 4.44  0.3974
H -7.67 -7.71 5.02  0.3091
C 9.31 -6.18 -3.90  -0.6352
C 8.32 -7.25 -3.43  -0.5498
C 7.43 -6.37 -2.48  -0.7082
S 7.27 -4.62 -3.14  1.0376
O 7.82 -3.61 -2.17  -0.6244
O 5.98 -4.37 -3.80  -0.6362
C 8.51 -4.94 -4.49  -0.6995
H 10.15 -6.51 -4.51  0.3758
H 9.91 -5.81 -3.07  0.3108
H 8.70 -8.03 -2.77  0.2943
H 7.81 -7.74 -4.26  0.3183
H 7.85 -6.30 -1.48  0.4076
H 6.44 -6.82 -2.52  0.3670
H 8.93 -3.96 -4.72  0.4172
H 7.88 -5.22 -5.33  0.3246

The calculation puts the energy above the lowest of the compared OMol25 structures with the same formula, charge and spin at 557.1 kJ/mol. Its spin multiplicity is 1.

=====

3.
The following is a quantum chemistry calculation of C37H67As3EuNO6P2Te as an isolated structure, from the OMol25 dataset.

Each line ends with the Löwdin spin population.
Element x y z (Å)
Eu -0.07 -0.03 -0.20  7.0389
C 4.73 -1.07 0.70  0.0001
C 4.38 0.40 0.68  0.0002
C 5.55 1.29 0.32  0.0000
O 3.87 0.86 2.03  0.0001
P 2.32 1.05 2.25  0.0002
O 1.42 -0.01 1.72  -0.0071
C 1.69 2.71 1.75  0.0013
P 0.01 3.09 2.28  0.0000
O -0.84 2.17 1.48  -0.0016
O -0.37 4.58 1.95  0.0000
C 0.34 5.68 2.45  0.0000
C 1.47 6.04 1.52  0.0000
C -0.58 6.89 2.41  0.0000
O -0.23 2.92 3.89  0.0000
C -1.75 2.81 4.06  0.0000
C -2.04 3.45 5.41  0.0000
C -2.26 1.39 3.93  0.0001
O 2.20 1.21 3.81  -0.0001
C 2.04 0.06 4.65  0.0000
C 1.18 0.64 5.78  0.0000
C 3.45 -0.53 4.97  0.0000
H 5.12 -1.34 -0.29  0.0000
H 3.95 -1.79 0.94  0.0000
H 5.53 -1.28 1.38  0.0000
H 3.54 0.55 0.01  0.0005
H 6.41 1.10 0.97  0.0000
H 5.21 2.33 0.49  0.0000
H 5.88 1.16 -0.72  -0.0001
H 1.67 2.60 0.67  0.0010
H 2.43 3.46 2.08  0.0001
H 0.64 5.43 3.49  0.0000
H 1.09 6.35 0.55  0.0000
H 2.12 5.18 1.32  0.0000
H 2.06 6.83 1.94  0.0000
H -0.86 7.09 1.34  0.0000
H -0.10 7.73 2.85  0.0000
H -1.54 6.75 2.92  0.0000
H -2.16 3.43 3.27  0.0000
H -1.44 3.03 6.15  0.0000
H -3.12 3.47 5.65  0.0000
H -1.76 4.54 5.31  0.0000
H -1.95 0.71 4.76  0.0000
H -2.04 0.89 3.01  0.0003
H -3.36 1.51 3.98  0.0000
H 1.46 -0.67 4.05  0.0000
H 1.72 1.38 6.39  0.0000
H 0.86 -0.16 6.50  0.0000
H 0.32 1.10 5.29  0.0000
H 4.12 0.32 5.16  0.0000
H 3.77 -1.02 4.07  0.0000
H 3.39 -1.29 5.76  0.0000
C -0.99 3.30 -2.29  0.0017
As -1.64 1.49 -2.60  -0.0002
C -3.52 1.97 -2.84  -0.0005
C -1.08 1.43 -4.44  -0.0009
C -1.45 0.18 -5.33  0.0000
C -1.38 0.66 -6.73  0.0000
C -0.41 -0.90 -5.12  -0.0003
As -0.43 -1.93 -3.41  0.0009
C 1.19 -2.96 -3.86  0.0000
C -1.67 -3.43 -3.85  0.0000
C -2.86 -0.22 -5.04  0.0000
As -3.99 -1.57 -6.02  0.0000
C -2.74 -2.37 -7.38  0.0000
C -4.88 -0.25 -7.16  0.0000
H -1.46 3.95 -3.01  0.0001
H 0.11 3.24 -2.30  0.0003
H -1.30 3.69 -1.31  0.0001
H -3.70 2.45 -3.78  -0.0001
H -3.89 2.58 -2.01  0.0000
H -4.14 1.02 -2.80  0.0000
H 0.01 1.55 -4.40  -0.0003
H -1.49 2.33 -4.91  -0.0002
H -0.45 1.14 -7.00  0.0000
H -2.20 1.40 -6.85  0.0000
H -1.47 -0.16 -7.48  0.0000
H 0.56 -0.46 -4.98  -0.0002
H -0.31 -1.65 -5.93  0.0000
H 1.29 -3.15 -4.91  0.0000
H 1.27 -3.87 -3.30  0.0000
H 2.02 -2.33 -3.57  -0.0001
H -1.38 -3.96 -4.81  0.0000
H -2.69 -3.08 -4.02  0.0000
H -1.67 -4.15 -3.00  0.0000
H -3.49 0.68 -5.09  0.0000
H -3.01 -0.54 -3.99  0.0000
H -1.81 -2.63 -6.89  0.0000
H -2.52 -1.74 -8.30  0.0000
H -3.08 -3.31 -7.80  0.0000
H -5.44 0.41 -6.48  0.0000
H -5.60 -0.82 -7.79  0.0000
H -4.15 0.25 -7.80  0.0000
Te 2.26 0.83 -2.49  -0.0239
N -0.51 -2.04 1.29  -0.0145
C -0.15 -3.11 1.82  0.0008
C -0.91 -3.72 3.02  -0.0004
C -2.32 -3.82 2.94  0.0001
C -3.06 -4.26 4.01  0.0000
C -2.43 -4.65 5.20  0.0001
C -1.06 -4.54 5.30  0.0000
C -0.29 -4.06 4.23  0.0001
C 1.00 -3.91 1.20  0.0002
C 1.94 -3.27 0.40  0.0015
C 2.96 -3.96 -0.21  0.0002
C 3.04 -5.34 -0.09  0.0003
C 2.14 -5.99 0.77  0.0001
C 1.13 -5.27 1.41  0.0002
H -2.75 -3.57 1.99  0.0000
H -4.16 -4.39 3.92  0.0000
H -2.95 -5.04 6.07  0.0000
H -0.60 -4.89 6.21  0.0000
H 0.79 -4.02 4.33  0.0000
H 1.95 -2.21 0.24  0.0010
H 3.72 -3.41 -0.75  0.0000
H 3.89 -5.88 -0.50  0.0000
H 2.26 -7.02 1.03  0.0000
H 0.48 -5.71 2.11  0.0000

The expectation value of S² is 15.76. The calculation puts the energy above the lowest of the compared OMol25 structures with the same formula, charge and spin at 70.2 kJ/mol. Its net charge is -1. Its spin multiplicity is 8.

=====

4.
The following is a quantum chemistry calculation of C37H67AsCaClFN4Si4 as an isolated structure, from the OMol25 dataset.

Each line ends with the Mulliken charge.
Element x y z (Å)
Ca 0.52 0.58 0.86  0.4202
C 0.68 -0.92 3.98  -0.7974
Si 1.16 -2.59 3.20  0.3506
C 2.95 -2.50 2.67  -0.4346
C 1.19 -3.76 4.70  -1.2483
C 0.07 -3.26 1.88  0.5629
C 0.41 -3.01 0.52  0.2795
C 0.23 -4.01 -0.49  -0.9559
C 0.59 -3.80 -1.79  -0.7280
C 1.16 -2.58 -2.16  -1.4444
C 1.31 -1.65 -1.16  -0.8375
N 0.95 -1.81 0.12  0.7648
Si -1.30 -4.38 2.31  0.5529
C -2.35 -3.63 3.70  -1.2182
C -0.83 -6.12 2.91  -1.3074
C -2.55 -4.66 0.92  -1.0537
H 1.30 -0.76 4.87  0.4633
H -0.36 -0.90 4.29  0.2138
H 0.86 -0.04 3.35  0.1797
H 3.59 -2.15 3.49  0.3538
H 3.09 -1.81 1.83  -0.5579
H 3.29 -3.49 2.35  0.3184
H 1.83 -3.32 5.47  0.3131
H 1.62 -4.72 4.41  0.2614
H 0.21 -3.95 5.15  0.3290
H -0.16 -4.98 -0.19  0.5057
H 0.46 -4.59 -2.52  0.3640
H 1.47 -2.36 -3.17  0.4781
H 1.77 -0.69 -1.40  0.8423
H -1.76 -3.28 4.55  0.2861
H -3.08 -4.35 4.07  0.4165
H -2.91 -2.77 3.31  0.2577
H -0.24 -6.09 3.83  0.3104
H -0.23 -6.63 2.15  0.3147
H -1.72 -6.73 3.10  0.3356
H -2.66 -3.75 0.33  0.0944
H -3.52 -4.91 1.36  0.4056
H -2.27 -5.48 0.25  0.3369
C -2.54 -2.26 -3.30  -1.3498
C -2.34 -0.79 -3.64  1.4137
C -2.33 -0.58 -5.16  -1.7434
C -3.38 0.06 -2.95  0.7241
C -4.72 -0.14 -3.27  -0.2711
C -5.73 0.54 -2.60  -1.5504
C -5.39 1.42 -1.59  -0.2471
C -4.06 1.66 -1.25  0.5031
C -3.71 2.63 -0.14  2.5297
C -3.28 3.98 -0.71  -1.4619
C -4.83 2.82 0.88  -2.0597
C -3.03 0.99 -1.95  -0.5521
N -1.68 1.21 -1.62  1.0340
C -0.98 1.92 -2.52  -0.8890
C -1.49 2.55 -3.69  -0.6634
C -0.70 3.28 -4.56  -1.0435
C 0.66 3.45 -4.34  -0.7676
C 1.21 2.86 -3.20  -0.8181
C 0.41 2.15 -2.36  0.8017
F 1.02 1.58 -1.25  1.2250
H -1.77 -2.88 -3.78  0.4154
H -3.52 -2.61 -3.64  0.3399
H -2.47 -2.43 -2.23  0.1528
H -1.36 -0.48 -3.26  -0.3833
H -3.28 -0.90 -5.60  0.3109
H -1.53 -1.16 -5.62  0.4339
H -2.18 0.47 -5.41  0.3679
H -4.99 -0.86 -4.04  0.3012
H -6.77 0.38 -2.86  0.3490
H -6.18 1.94 -1.05  0.2663
H -2.85 2.21 0.38  -1.1010
H -2.44 3.88 -1.39  0.3028
H -4.11 4.44 -1.25  0.3069
H -2.99 4.66 0.10  0.4348
H -5.68 3.37 0.45  0.3665
H -4.46 3.39 1.73  0.4221
H -5.20 1.86 1.25  0.4165
H -2.55 2.46 -3.90  0.6691
H -1.16 3.74 -5.43  0.3478
H 1.28 4.02 -5.02  0.3963
H 2.26 2.95 -2.96  0.1421
N -2.39 -1.03 0.52  0.0694
N -1.56 -0.58 1.60  0.1277
H -3.37 -0.89 0.75  0.3581
H -2.19 -0.45 -0.29  -0.5145
H -1.25 -1.40 2.11  -0.7745
H -2.03 0.08 2.21  0.2050
C 6.71 0.99 0.37  -1.1458
Si 4.90 0.59 -0.04  0.5320
C 4.91 -1.27 -0.37  -0.7884
C 4.56 1.43 -1.70  -0.7955
As 3.45 1.10 1.68  0.0018
Si 3.50 3.41 1.55  0.4432
C 5.23 4.17 1.29  -1.2161
C 2.93 4.08 3.22  -1.1889
C 2.44 4.22 0.22  -0.3458
H 7.37 0.65 -0.44  0.3136
H 7.00 0.47 1.29  0.2553
H 6.88 2.05 0.52  0.2727
H 5.61 -1.49 -1.18  0.4000
H 3.93 -1.65 -0.65  0.0062
H 5.23 -1.81 0.52  0.2422
H 5.29 1.12 -2.45  0.5063
H 4.62 2.52 -1.61  0.2429
H 3.56 1.19 -2.06  -0.1348
H 5.95 3.76 2.00  0.2851
H 5.18 5.25 1.42  0.3737
H 5.60 3.97 0.28  0.2932
H 3.66 3.82 3.99  0.3202
H 1.97 3.64 3.51  0.2784
H 2.82 5.16 3.20  0.3270
H 2.79 3.95 -0.78  -0.0707
H 2.48 5.31 0.30  0.4860
H 1.39 3.92 0.29  -0.2397
Cl -1.70 2.36 3.21  -0.3779
C -0.48 2.71 1.83  -1.1487
H 0.15 3.48 2.28  0.2628
H -1.10 3.25 1.10  0.3385

The calculation puts the energy above the lowest of the compared OMol25 structures with the same formula, charge and spin at 0.0 kJ/mol. Its net charge is -2. Its spin multiplicity is 1.